54
Properties=species:S:1:pos:R:3:nbo_charge:R:1 method="wB97M-V/def2-TZVPD" lumo_ev="-4.3 / -4.3" total_charge=+1 de_lowest_ev=2.717
S -1.50855 -1.86968 3.55952 0.43
S -1.59872 3.90026 0.76315 0.42
O 0.00250 -1.19574 -1.50717 -0.67
O 2.57925 -0.34452 -1.31930 -0.72
O -0.33941 -2.10171 -3.52477 -0.45
N -0.28364 1.68308 0.44819 -0.50
N 1.77466 -1.42107 -3.12481 -0.48
N -0.09177 -0.72162 1.74232 -0.53
C 2.85387 -0.68615 -2.50786 0.64
C -1.78075 2.66355 1.91793 -0.42
C 7.07737 -2.35587 -3.32777 -0.14
C 7.68385 -1.14817 -3.29854 0.22
C 0.44709 -1.54548 -2.60233 0.92
C -0.32351 -1.90059 2.23089 0.13
C 4.06333 -0.48376 -3.30221 -0.43
C 0.40840 -2.33248 -4.73746 -0.08
C 5.73341 -2.37080 -2.96751 -0.17
C 6.77101 -0.08837 -2.77993 -0.50
C 1.85356 -1.98816 -4.46050 -0.24
C -0.85740 0.30624 2.32745 0.10
C 0.31816 -3.17004 1.74946 -0.67
C -1.60556 -0.14829 3.40665 -0.40
C 9.05762 -0.96787 -3.86773 -0.69
C 7.89950 -3.57350 -3.66702 -0.64
C -0.01371 3.15346 -1.53131 -0.67
C 5.24669 0.39573 -3.16197 -0.41
C -0.97173 1.57560 1.66159 0.07
C -0.52700 2.79699 -0.17799 0.14
Li 0.91147 -0.20955 -0.08856 0.89
H 2.24271 -1.23117 -5.14216 0.22
H 0.62658 -3.06666 0.69437 0.24
H 8.76377 -3.70933 -3.00530 0.24
H 5.07807 1.20750 -2.41668 0.24
H 9.21543 -1.49759 -4.83212 0.25
H -2.50952 2.71818 2.71362 0.25
H -0.02831 -1.65819 -5.47687 0.20
H 7.12842 0.91330 -2.95543 0.24
H 5.37780 0.85727 -4.15524 0.23
H 0.25251 -3.36397 -5.03782 0.21
H 9.36479 0.07662 -4.03770 0.25
H 0.55504 2.29699 -1.92109 0.24
H 9.88685 -1.41817 -3.29177 0.26
H 5.26324 -1.72608 -2.20931 0.25
H 8.33293 -3.54147 -4.66822 0.23
H 0.63748 4.03735 -1.45893 0.24
H 6.79678 -0.17617 -1.66932 0.25
H -0.85904 3.38343 -2.19690 0.24
H -0.40381 -3.99278 1.84371 0.24
H 1.20130 -3.40734 2.36643 0.24
H 4.19395 -1.13904 -4.15268 0.21
H 2.54112 -2.84982 -4.47961 0.20
H 7.32846 -4.49819 -3.57757 0.23
H -2.24979 0.47850 3.98839 0.25
H 5.23565 -3.32492 -3.18097 0.20